C20H41N2P3SY | ωB97M-V with the def2-TZVPD basis set

Energy above the lowest of the compared OMol25 structures with the same formula, charge and spin = 0.827 eV
HOMO energy = -17.338 eV
Gap between HOMO and LUMO = 4.92 eV
Charge = +3
Multiplicity = 1

Last column: Mulliken charge in e.
Geometry (Å):
Y  -0.457  0.071  0.384  -0.25
P  1.979  0.882  1.667  0.82
P  -2.387  2.077  0.934  1.09
P  0.728  1.616  -1.708  1.19
H  0.489  -4.977  1.080  0.34
C  1.333  -4.694  0.441  -0.69
C  2.382  -4.011  0.919  -0.42
H  2.430  -3.702  1.972  0.27
C  2.472  0.054  3.227  -1.13
C  1.863  2.627  2.239  -1.15
C  3.593  0.879  0.801  -1.14
C  -3.993  1.755  0.103  -1.39
C  -2.988  2.384  2.640  -1.26
C  -2.040  3.797  0.392  -1.23
C  2.058  0.759  -2.636  -1.17
C  1.439  3.290  -1.492  -1.25
C  -0.475  1.903  -3.064  -1.17
H  1.283  -5.017  -0.605  0.36
H  3.235  -3.741  0.287  0.27
H  2.343  -1.031  3.115  0.24
H  1.847  0.389  4.063  0.37
H  3.527  0.270  3.449  0.48
H  1.027  2.719  2.946  0.32
H  1.670  3.298  1.392  0.26
H  2.794  2.927  2.741  0.43
H  3.784  -0.131  0.417  0.37
H  4.387  1.144  1.513  0.51
H  3.604  1.579  -0.042  0.27
H  -4.699  2.568  0.326  0.45
H  -4.403  0.804  0.468  0.41
H  -3.842  1.679  -0.982  0.39
H  -3.848  3.069  2.614  0.46
H  -2.187  2.825  3.248  0.38
H  -3.295  1.434  3.098  0.37
H  -2.905  4.437  0.619  0.48
H  -1.836  3.826  -0.687  0.30
H  -1.160  4.179  0.928  0.34
H  2.091  1.147  -3.664  0.45
H  1.847  -0.318  -2.663  0.22
H  3.031  0.914  -2.153  0.35
H  1.612  3.747  -2.476  0.46
H  2.390  3.242  -0.946  0.39
H  0.742  3.919  -0.924  0.27
H  0.063  2.294  -3.940  0.46
H  -1.238  2.627  -2.751  0.32
H  -0.971  0.960  -3.329  0.30
C  -0.621  -2.517  -2.625  1.18
C  -1.684  -2.125  -3.463  -0.45
C  -1.799  -2.668  -4.741  -0.78
C  -0.864  -3.599  -5.203  -0.45
C  0.215  -3.968  -4.391  -0.80
C  0.348  -3.420  -3.117  -0.48
S  -0.471  -1.945  -1.004  0.01
H  -1.740  -0.460  -0.821  0.46
H  -2.415  -1.416  -3.079  0.48
H  -2.625  -2.367  -5.388  0.42
H  -0.962  -4.030  -6.200  0.43
H  0.954  -4.693  -4.738  0.42
H  1.179  -3.692  -2.467  0.45
N  -0.993  -2.283  2.743  -0.17
C  -1.082  -2.430  4.078  -0.08
C  -1.015  -1.157  4.636  -1.17
C  -0.879  -0.267  3.571  -0.54
N  -0.852  -0.960  2.391  0.13
H  -0.982  -3.009  2.036  0.09
H  -1.192  -3.396  4.547  0.51
H  -1.050  -0.882  5.676  0.44
H  -0.792  0.816  3.596  0.75

=====

C8H15Cl2N4O4 | ωB97M-V with the def2-TZVPD basis set

HOMO energy = -13.380 eV
Gap between HOMO and LUMO = 10.15 eV
Charge = +1
Multiplicity = 1

Last column: Mulliken charge in e.
Geometry (Å):
N  -2.397  0.545  1.206  -0.21
C  -1.771  0.883  0.057  0.21
N  -1.762  2.181  -0.353  -0.51
C  -1.044  2.137  -1.489  0.12
N  -0.632  0.894  -1.767  0.09
C  0.198  0.601  -2.950  -0.80
C  1.589  0.051  -2.503  -0.31
C  2.509  1.159  -1.931  0.42
O  2.179  1.881  -1.070  -0.45
O  3.745  1.297  -2.473  -0.47
N  -1.099  0.094  -0.808  0.41
C  -0.901  -1.375  -0.717  -0.56
O  -1.870  -1.990  0.086  -0.10
O  -2.452  -2.998  -0.682  -0.38
H  -1.909  0.732  2.077  0.08
H  -3.274  0.050  1.270  0.22
H  -0.785  2.976  -2.139  0.33
H  -0.287  -0.113  -3.643  0.37
H  0.363  1.575  -3.445  0.30
H  2.089  -0.444  -3.361  0.57
H  1.522  -0.732  -1.721  0.11
H  3.829  0.735  -3.260  0.38
H  -0.870  -1.774  -1.752  0.40
H  0.108  -1.558  -0.285  0.39
H  -1.734  -3.632  -0.862  0.35
Cl  0.389  -2.377  3.363  -0.17
C  0.952  -0.690  3.462  -0.26
C  0.427  0.023  4.685  -0.46
Cl  -1.333  0.304  4.599  -0.18
H  0.651  -0.181  2.546  0.09
H  2.041  -0.721  3.494  0.36
H  0.899  1.001  4.771  0.29
H  0.632  -0.536  5.596  0.37

=====

C5H8O | ωB97M-V with the def2-TZVPD basis set

Energy above the lowest of the compared OMol25 structures with the same formula, charge and spin = 3.875 eV
HOMO energy = -9.177 eV
Gap between HOMO and LUMO = 9.29 eV
SMILES string = C=C=C=C.CO
Charge = 0
Multiplicity = 1

Last column: Mulliken charge in e.
Geometry (Å):
C  -0.893  1.866  0.372  -0.48
C  -1.138  1.054  -0.625  0.27
C  -1.155  -0.054  -1.249  0.01
C  -1.035  -1.313  -1.616  -0.80
H  -1.580  1.994  1.201  0.23
H  0.076  2.335  0.470  0.26
H  -1.833  -2.027  -1.429  0.27
H  -0.158  -1.676  -2.148  0.27
C  1.630  -0.292  0.856  -0.59
O  0.336  -0.507  1.356  -0.46
H  2.219  0.175  1.650  0.25
H  2.120  -1.237  0.565  0.26
H  1.635  0.403  0.003  0.28
H  -0.225  -0.722  0.595  0.22

=====

C5H16O2 | ωB97M-V with the def2-TZVPD basis set

<S²> = 0.7533
Energy above the lowest of the compared OMol25 structures with the same formula, charge and spin = 0.226 eV
HOMO energy (spin up / spin down) = -13.108 / -13.108 eV
Gap between HOMO and LUMO (spin up / spin down) = 10.39 / 3.40 eV
Charge = +1
Multiplicity = 2

Last column: Löwdin spin population.
Geometry (Å):
C  2.418  1.999  0.633  0.28
C  2.314  1.497  -0.922  0.25
C  0.830  1.213  -1.151  0.15
C  0.688  0.278  -2.370  0.13
C  2.603  0.785  1.531  0.05
H  3.274  2.664  0.450  0.06
H  1.593  2.640  0.942  0.00
H  2.985  0.679  -1.071  0.00
H  2.563  2.328  -1.576  0.00
H  0.217  2.109  -1.238  0.00
H  0.304  0.711  -0.326  0.01
H  -0.312  -0.150  -2.328  0.02
H  0.768  0.911  -3.256  0.01
H  1.401  -0.535  -2.480  0.00
H  3.493  0.257  1.201  0.00
H  2.717  1.219  2.522  0.02
H  1.715  0.174  1.427  0.01
H  -6.291  -2.334  0.725  0.00
H  -6.907  -1.568  -0.455  0.00
O  -7.120  -1.947  0.406  0.00
H  -3.799  -4.393  2.774  0.00
H  -2.480  -4.581  2.012  0.00
O  -2.974  -3.956  2.550  0.00

=====

Record order is preserved below.
Electronic energy: -64102.982; -47724.516; -7358.381; -9528.913 eV